A cluster of 2 separate species, C4H11NO2 in total. Source: OMol25; level of theory: the ωB97M-V functional and the def2-TZVPD basis.

Last column: natural (NBO) charge in e.
Element x y z (Å)
C  1.151  -0.055  0.088  -0.411
N  0.048  0.892  0.243  -0.438
C  0.233  1.848  1.352  -0.411
C  -1.252  0.176  0.203  -0.337
C  -1.554  0.166  -1.285  0.451
O  -1.521  -0.851  -1.924  -0.545
H  1.199  -0.896  0.829  0.186
H  1.086  -0.457  -0.917  0.189
H  2.075  0.514  0.222  0.201
H  1.305  2.043  1.317  0.204
H  -0.101  1.509  2.317  0.179
H  -0.233  2.814  1.094  0.199
H  -1.884  0.766  0.883  0.216
H  -1.179  -0.854  0.526  0.199
H  -1.805  1.144  -1.748  0.119
O  1.147  -2.915  -0.812  -0.937
H  0.693  -3.651  -1.238  0.467
H  0.593  -2.194  -1.151  0.470

Cartesian forces (eV/Å) of the 6 atoms listed first:
0.2 0.4 0.7
-0.2 -0.7 0.6
0.4 0.3 -1.8
1.0 1.4 0.0
-1.1 0.3 0.8
0.3 -0.2 -0.4

## Properties
Energy relative to the best compared isomer or geometry (same formula, charge and spin): 2.0955 eV
Structure (SMILES): CN(C)CC=O.O
Frontier orbital gap: 9.82 eV
Net charge: 0